An isolated ion of composition C16H34N3S and charge +1, computed with wB97M-V/def2-TZVPD.

XYZ file:
```
54
Properties=species:S:1:pos:R:3:mulliken_charge:R:1
C 2.694 -1.078 -5.372 -1.26
C 1.768 0.069 -4.980 -0.45
C 2.445 1.131 -4.103 -0.95
C 2.204 0.999 -2.596 -0.76
C 2.844 -0.228 -1.931 -0.78
C 1.885 -1.412 -1.791 -0.35
C 2.471 -2.569 -0.979 -0.87
C 2.533 -2.307 0.530 -0.96
N 1.217 -2.183 1.123 -0.06
C 0.537 -1.080 1.433 0.57
S -0.946 -1.264 2.207 -0.62
N 1.026 0.134 1.111 0.09
C 0.583 1.382 1.689 -1.22
C -0.604 2.005 0.938 -0.59
N -1.886 1.424 1.385 0.77
C -2.902 1.335 0.318 -0.63
C -4.108 0.548 0.813 -0.59
C -4.707 1.213 2.048 -0.74
C -3.630 1.350 3.118 -0.59
C -2.439 2.122 2.564 -0.63
H 3.538 -0.698 -5.944 0.38
H 3.083 -1.603 -4.504 0.29
H 2.162 -1.795 -5.993 0.32
H 0.884 -0.321 -4.470 0.33
H 1.421 0.544 -5.899 0.36
H 2.074 2.116 -4.396 0.36
H 3.519 1.125 -4.293 0.45
H 2.610 1.901 -2.129 0.39
H 1.126 0.994 -2.409 0.25
H 3.220 0.061 -0.944 0.49
H 3.716 -0.537 -2.509 0.64
H 1.638 -1.784 -2.784 0.49
H 0.948 -1.085 -1.332 0.19
H 3.481 -2.784 -1.328 0.36
H 1.866 -3.463 -1.145 0.37
H 3.027 -3.152 1.016 0.40
H 3.121 -1.414 0.752 0.43
H 0.734 -3.050 1.313 0.27
H 1.856 0.165 0.538 -0.02
H 1.423 2.077 1.660 0.46
H 0.312 1.215 2.736 0.48
H -0.480 1.818 -0.131 0.55
H -0.623 3.086 1.095 0.30
H -1.646 0.388 1.712 -0.58
H -2.458 0.834 -0.544 0.39
H -3.196 2.347 0.025 0.44
H -4.846 0.491 0.014 0.37
H -3.799 -0.470 1.059 0.29
H -5.534 0.615 2.427 0.34
H -5.099 2.197 1.787 0.33
H -4.020 1.876 3.988 0.38
H -3.302 0.360 3.442 0.27
H -1.659 2.206 3.322 0.37
H -2.746 3.128 2.262 0.44
```

Calculated values
* 2S+1: 1
* total energy: -1192.32644 hartree
* SMILES: CCCCCCCCNC(=S)NCC[NH+]1CCCCC1
* strongest force on any atom: 0.01588 Eh/bohr
* HOMO level: -12.037 eV
* energy above the lowest of the compared OMol25 structures with the same formula, charge and spin: 4.4 kcal per mole
* charge: +1